[1]
{
  "formula": "C4H7NO",
  "method": "ωB97M-V/def2-TZVPD",
  "symbols": ["C", "C", "C", "N", "C", "O", "H", "H", "H", "H", "H", "H", "H"],
  "positions_angstrom": [[1.258, -0.191, -1.299], [-0.017, 0.064, -0.536], [-0.645, -0.986, 0.285], [0.127, 0.107, 0.921], [-0.692, 1.045, 1.595], [-1.518, 1.760, 1.082], [1.861, 0.721, -1.364], [1.038, -0.528, -2.317], [1.859, -0.958, -0.801], [-0.694, 0.809, -0.949], [-1.727, -0.947, 0.403], [-0.194, -1.972, 0.365], [-0.480, 1.068, 2.678]],
  "e_tot_ha": -286.56507,
  "max_force_ev_per_a": 0.54,
  "charge": 0,
  "smiles": "C[C@H]1CN1C=O",
  "e_above_lowest_kj_mol": 174.8,
  "multiplicity": 1,
  "orbital_gap_ev": 11.054,
  "homo_energy_ev": -10.022
}

[2]
{
  "formula": "C4H7NO",
  "method": "ωB97M-V/def2-TZVPD",
  "symbols": ["C", "C", "C", "C", "O", "N", "H", "H", "H", "H", "H", "H", "H"],
  "positions_angstrom": [[1.176, 0.855, 0.524], [0.482, -0.978, 0.023], [-1.026, -0.974, 0.333], [-1.218, 0.295, -0.484], [-2.096, 1.070, -0.752], [0.179, 0.339, -0.814], [2.211, 0.511, 0.549], [1.149, 1.913, 0.219], [0.729, 0.765, 1.515], [0.789, -1.768, -0.667], [-1.571, -1.813, -0.113], [-1.341, -0.883, 1.380], [0.537, 0.668, -1.712]],
  "e_tot_ha": -286.40167,
  "max_force_ev_per_a": 0.71,
  "charge": 0,
  "e_above_lowest_kj_mol": 603.8,
  "multiplicity": 1,
  "orbital_gap_ev": 7.581,
  "homo_energy_ev": -6.842
}

[3]
{
  "formula": "C4H7NO",
  "method": "ωB97M-V/def2-TZVPD",
  "symbols": ["N", "C", "O", "C", "C", "C", "H", "H", "H", "H", "H", "H", "H"],
  "positions_angstrom": [[-1.810, 1.075, -0.929], [-0.915, 0.263, -0.268], [-1.335, -0.795, 0.275], [0.443, 0.624, -0.187], [1.428, -0.497, 0.041], [0.679, -0.992, 1.176], [-1.479, 1.616, -1.712], [-2.736, 0.687, -1.025], [0.791, 1.647, -0.294], [1.585, -1.212, -0.773], [2.377, -0.044, 0.342], [0.689, -0.406, 2.088], [0.253, -1.986, 1.232]],
  "e_tot_ha": -286.50352,
  "max_force_ev_per_a": 0.22,
  "charge": 0,
  "e_above_lowest_kj_mol": 336.4,
  "multiplicity": 1,
  "orbital_gap_ev": [7.569, 7.568],
  "homo_energy_ev": [-7.455, -7.454]
}

[4]
{
  "formula": "C4H7NO",
  "method": "ωB97M-V/def2-TZVPD",
  "symbols": ["O", "C", "C", "C", "C", "N", "H", "H", "H", "H", "H", "H", "H"],
  "positions_angstrom": [[1.628, -0.057, 0.980], [1.582, 0.012, -0.380], [0.850, -0.831, -1.100], [-2.023, -0.433, 0.918], [-1.558, 0.672, 0.389], [-1.156, 1.731, -0.085], [2.144, 0.680, 1.323], [2.176, 0.802, -0.841], [-0.326, 1.578, -0.666], [0.260, -1.602, -0.614], [0.817, -0.750, -2.180], [-1.653, -0.767, 1.880], [-2.742, -1.036, 0.377]],
  "e_tot_ha": -286.52373,
  "max_force_ev_per_a": 0.69,
  "charge": 0,
  "smiles": "C=C=N.C=CO",
  "e_above_lowest_kj_mol": 283.3,
  "multiplicity": 1,
  "orbital_gap_ev": 9.730,
  "homo_energy_ev": -9.017
}

[5]
{
  "formula": "C4H7NO",
  "method": "ωB97M-V/def2-TZVPD",
  "symbols": ["C", "C", "C", "C", "O", "N", "H", "H", "H", "H", "H", "H", "H"],
  "positions_angstrom": [[1.347, 0.030, -0.909], [0.411, -0.458, 0.135], [-1.098, -0.609, 0.171], [-0.690, -1.138, 1.569], [-1.254, -1.568, 2.529], [0.717, -0.915, 1.310], [2.302, 0.315, -0.460], [1.518, -0.767, -1.641], [0.915, 0.875, -1.450], [-0.535, 2.840, -0.813], [-1.685, 0.317, 0.174], [-1.538, -1.347, -0.513], [-0.533, 2.513, -0.145]],
  "e_tot_ha": -286.53901,
  "max_force_ev_per_a": 0.72,
  "charge": 0,
  "e_above_lowest_kj_mol": 243.2,
  "multiplicity": 1,
  "orbital_gap_ev": 10.497,
  "homo_energy_ev": -9.854
}

[6]
{
  "formula": "C4H7NO",
  "method": "ωB97M-V/def2-TZVPD",
  "symbols": ["N", "C", "C", "C", "C", "O", "H", "H", "H", "H", "H", "H", "H"],
  "positions_angstrom": [[2.354, -0.057, 0.512], [1.152, 0.137, 0.205], [0.036, -0.843, 0.516], [-1.083, -0.551, -0.414], [-0.722, 1.225, -0.429], [0.669, 1.235, -0.477], [2.936, 0.737, 0.250], [0.441, -1.844, 0.451], [-0.335, -0.649, 1.525], [-2.104, -0.763, -0.071], [-0.980, -1.047, -1.407], [-1.081, 1.560, 0.541], [-1.308, 0.785, -1.211]],
  "e_tot_ha": -286.50126,
  "max_force_ev_per_a": 3.55,
  "charge": 0,
  "smiles": "[H]/N=C1/CCCO1",
  "e_above_lowest_kj_mol": 342.3,
  "multiplicity": 1,
  "orbital_gap_ev": 10.353,
  "homo_energy_ev": -9.388
}

[7]
{
  "formula": "C4H7NO",
  "method": "ωB97M-V/def2-TZVPD",
  "symbols": ["O", "N", "C", "C", "C", "C", "H", "H", "H", "H", "H", "H", "H"],
  "positions_angstrom": [[2.236, -0.755, 0.202], [1.437, 0.360, 0.353], [0.239, 0.154, -0.047], [-0.276, -1.157, -0.570], [-1.385, 1.036, 1.303], [-0.677, 1.377, 0.044], [3.079, -0.461, 0.571], [-0.117, -1.232, -1.652], [0.256, -1.985, -0.097], [-2.106, 0.236, 1.014], [-1.347, -1.261, -0.379], [-1.285, 1.419, -0.873], [-0.053, 2.269, 0.132]],
  "e_tot_ha": -286.40263,
  "max_force_ev_per_a": 0.62,
  "charge": 0,
  "e_above_lowest_kj_mol": 601.3,
  "multiplicity": 1,
  "orbital_gap_ev": [8.322, 8.323],
  "homo_energy_ev": [-8.813, -8.815]
}

[8]
{
  "formula": "C4H7NO",
  "method": "ωB97M-V/def2-TZVPD",
  "symbols": ["N", "C", "O", "C", "C", "C", "H", "H", "H", "H", "H", "H", "H"],
  "positions_angstrom": [[0.916, 0.625, 0.489], [1.158, -0.598, -0.691], [2.336, -0.762, -0.921], [-0.121, -0.965, -0.943], [-1.190, -0.079, -0.371], [-0.509, 0.487, 0.882], [1.590, 0.389, 1.213], [1.207, 1.504, 0.064], [-0.317, -1.865, -1.506], [-1.508, 0.738, -1.044], [-2.104, -0.623, -0.107], [-0.551, -0.278, 1.661], [-0.906, 1.428, 1.273]],
  "e_tot_ha": -286.56369,
  "max_force_ev_per_a": 0.34,
  "charge": 0,
  "smiles": "[O-]C1=CCC[NH2+]1",
  "e_above_lowest_kj_mol": 178.4,
  "multiplicity": 1,
  "orbital_gap_ev": 8.070,
  "homo_energy_ev": -7.454
}

Copy entry 2 word for word.
{
  "formula": "C4H7NO",
  "method": "ωB97M-V/def2-TZVPD",
  "symbols": ["C", "C", "C", "C", "O", "N", "H", "H", "H", "H", "H", "H", "H"],
  "positions_angstrom": [[1.176, 0.855, 0.524], [0.482, -0.978, 0.023], [-1.026, -0.974, 0.333], [-1.218, 0.295, -0.484], [-2.096, 1.070, -0.752], [0.179, 0.339, -0.814], [2.211, 0.511, 0.549], [1.149, 1.913, 0.219], [0.729, 0.765, 1.515], [0.789, -1.768, -0.667], [-1.571, -1.813, -0.113], [-1.341, -0.883, 1.380], [0.537, 0.668, -1.712]],
  "e_tot_ha": -286.40167,
  "max_force_ev_per_a": 0.71,
  "charge": 0,
  "e_above_lowest_kj_mol": 603.8,
  "multiplicity": 1,
  "orbital_gap_ev": 7.581,
  "homo_energy_ev": -6.842
}